Record 1
DFT (ωB97M-V/def2-TZVPD) results for a gas-phase ion, C43H37N4 (charge +1).

Computed properties:
Molecular weight in g mol⁻¹: 609.80
Charge: +1
SMILES: C(/C=C(/c1ccccc1)[C@@H]1N(c2ccccc2)N=C(c2ccccc2)N1c1ccccc1)=[N+](Cc1ccccc1)Cc1ccccc1
E_LUMO in eV: -5.15
ΔE to the lowest compared entry with this formula, charge and spin in kcal per mole: 110.24
Highest occupied orbital energy in Eh: -0.3559

Each line ends with the Löwdin charge.
Geometry (Å):
N 4.756 1.021 2.696  0.077
N 0.166 -2.840 2.147  -0.097
N 2.875 2.043 2.213  -0.021
N 3.759 2.967 2.824  0.163
C 0.441 -0.714 5.741  -0.069
C 7.107 0.640 2.324  -0.003
C 4.577 0.248 -0.500  -0.004
C 7.710 3.030 5.730  -0.070
C 6.782 2.325 4.957  -0.040
C 1.972 -5.591 -1.409  -0.075
C -0.963 -1.690 4.020  -0.238
C 7.933 -1.631 2.238  -0.077
C 0.691 -4.514 0.342  -0.236
C 6.677 -2.133 2.607  -0.060
C -1.098 3.175 2.682  -0.084
C 4.531 -2.129 -0.130  0.003
C 1.274 3.746 2.766  -0.005
C 1.097 -5.075 -2.370  -0.074
C -1.990 -0.806 4.348  -0.049
C 6.991 5.105 4.718  -0.070
C 5.932 2.988 4.007  -0.129
C 7.824 4.423 5.599  -0.074
C -0.074 4.120 2.901  -0.059
C -0.552 0.243 5.994  -0.073
C 0.893 -1.797 1.646  -0.087
C 0.545 -4.216 1.802  -0.116
C 2.219 -1.703 1.425  0.025
C -0.256 -4.097 -0.604  -0.027
C 5.620 -1.242 2.839  -0.015
C 3.217 -0.513 1.311  -0.027
C 0.207 -1.706 4.786  -0.043
C 5.488 -2.303 -1.115  -0.053
C 5.487 0.069 -1.495  -0.047
C 4.865 2.305 3.144  -0.171
C 5.999 -1.199 -1.792  -0.029
C 1.581 2.417 2.409  -0.203
C 8.162 -0.259 2.101  -0.053
C 4.100 -0.808 0.268  -0.211
C 0.553 1.459 2.292  -0.021
C -1.782 0.175 5.322  -0.071
C -0.779 1.842 2.340  -0.079
C 1.746 -5.339 -0.057  -0.056
C 6.054 4.402 3.945  -0.031
C -1.115 -2.626 2.877  -0.092
C 3.437 0.740 2.073  -0.149
C 5.823 0.135 2.652  -0.224
C -0.038 -4.363 -1.960  -0.065
H -1.875 -2.291 2.166  0.132
H 1.479 -4.432 2.336  0.129
H 5.776 0.903 -2.117  0.116
H 8.355 2.489 6.432  0.112
H -0.274 -4.813 2.225  0.133
H 8.778 -2.348 2.025  0.125
H 9.126 0.132 1.822  0.106
H 7.047 6.199 4.599  0.116
H 0.823 0.441 2.265  0.038
H 6.687 1.218 5.082  0.124
H 1.396 -0.698 6.278  0.109
H 6.719 -1.349 -2.601  0.121
H 4.137 -3.026 0.335  0.102
H -0.759 -4.013 -2.700  0.109
H -2.576 0.893 5.559  0.115
H -2.942 -0.876 3.811  0.121
H 6.530 -3.166 2.680  0.090
H 2.511 -2.761 1.137  0.112
H 0.271 -0.882 1.492  0.135
H -1.412 -3.621 3.219  0.131
H 2.832 -6.194 -1.707  0.109
H 2.378 -5.789 0.715  0.119
H -0.301 5.161 3.175  0.113
H -2.169 3.482 2.775  0.114
H 8.558 4.956 6.166  0.101
H -1.589 1.149 2.139  0.099
H 7.269 1.692 2.245  0.108
H 2.074 4.376 2.970  0.074
H 1.298 -5.232 -3.431  0.109
H -0.371 1.026 6.737  0.110
H 0.957 -2.476 4.598  0.116
H -1.168 -3.593 -0.275  0.117
H 5.380 4.925 3.261  0.111
H 4.686 -1.589 3.148  0.097
H 4.141 1.221 -0.268  0.139
H 2.763 0.140 2.762  0.172
H 5.758 -3.333 -1.398  0.123

=====

Record 2
DFT (ωB97M-V/def2-TZVPD) results for a molecular structure, C43H38AlBrN2O4S2.

Computed properties:
Molecular weight in g mol⁻¹: 817.81
Charge: +2
E_LUMO in eV: -5.12
ΔE to the lowest compared entry with this formula, charge and spin in kcal per mole: 12.34
Highest occupied orbital energy in Eh: -0.4832

Each line ends with the Löwdin charge.
Geometry (Å):
Br 2.071 -4.195 -0.580  0.824
S -0.672 0.042 -1.864  1.215
S -0.092 0.546 1.822  1.190
Al 2.078 0.194 -0.647  -0.036
O 2.958 -1.311 -0.350  -0.022
O 0.888 0.104 -2.045  -0.375
O 3.693 -0.684 1.651  0.066
O 0.771 0.125 0.625  -0.394
N 2.895 1.749 0.353  0.075
N 3.458 0.822 -2.092  0.071
C -1.678 -0.141 1.454  -0.286
C -3.275 4.473 1.966  -0.037
C -2.413 0.535 0.512  -0.182
C 4.139 2.250 -0.284  -0.151
C -3.686 0.030 0.135  -0.109
C -5.435 -1.661 0.368  -0.009
C 0.396 0.130 4.429  -0.053
C -1.146 0.527 -5.826  -0.008
C 0.517 -0.403 3.151  -0.411
C 3.945 2.187 -1.785  -0.164
C 5.339 -2.945 1.721  -0.009
C -1.872 1.758 -0.166  -0.174
C -3.036 -0.668 -4.949  -0.011
C 3.565 -1.547 0.795  -0.519
C -0.578 0.585 -4.567  -0.056
C 1.978 -2.663 6.463  -0.027
C 1.083 -1.649 2.920  -0.068
C -6.184 -1.017 -0.570  -0.041
C 3.688 -4.082 0.408  -0.587
C -2.716 5.613 1.344  -0.039
C -1.910 5.478 0.252  -0.013
C -0.520 2.799 -1.918  -0.047
C -1.078 1.663 -1.276  -0.306
C -2.481 -0.640 -3.681  -0.059
C -4.165 -1.153 0.747  -0.134
C 4.358 -5.277 0.606  -0.118
C -2.176 3.054 0.352  -0.103
C -2.147 -1.319 2.078  -0.022
C -3.370 -1.805 1.722  0.016
C -1.618 4.195 -0.272  -0.139
C -2.382 -0.090 -6.036  -0.236
C 5.531 -5.300 1.348  -0.049
C 1.548 -2.370 4.003  0.001
C -3.015 3.223 1.485  0.002
C 1.441 -1.871 5.304  -0.233
C 0.855 -0.620 5.501  -0.010
C -0.788 4.033 -1.416  0.006
C 4.173 -2.897 0.958  -0.167
C -1.260 0.001 -3.505  -0.383
C -2.992 -0.152 -7.409  -0.027
C -4.490 0.682 -0.843  -0.015
C -5.706 0.171 -1.181  -0.045
C 6.023 -4.134 1.912  -0.051
H -0.391 4.917 -1.903  0.128
H -0.621 0.961 -6.667  0.124
H 3.961 -6.188 0.181  0.103
H 0.391 1.044 -4.423  0.106
H -3.081 -1.187 -7.743  0.096
H -6.318 0.676 -1.917  0.117
H -7.154 -1.407 -0.848  0.118
H 3.175 2.894 -2.099  0.129
H -3.996 0.275 -7.405  0.093
H -1.488 6.351 -0.230  0.123
H 6.930 -4.150 2.501  0.115
H 0.773 -0.221 6.504  0.127
H -1.550 -1.827 2.823  0.115
H -2.989 -1.109 -2.845  0.113
H -3.986 -1.166 -5.102  0.129
H 4.225 0.153 -2.033  0.137
H 6.054 -6.237 1.486  0.118
H -3.747 -2.707 2.188  0.131
H -2.935 6.597 1.738  0.119
H 4.384 3.256 0.049  0.136
H 3.101 0.752 -3.040  0.127
H 0.076 2.685 -2.814  0.108
H 1.418 -2.465 7.375  0.088
H 5.697 -2.027 2.168  0.123
H -3.921 4.597 2.826  0.118
H 4.946 1.587 0.028  0.137
H 2.000 -3.341 3.835  0.130
H -5.802 -2.563 0.842  0.125
H -2.393 0.389 -8.139  0.083
H 4.864 2.426 -2.317  0.134
H -3.455 2.354 1.958  0.125
H 1.156 -2.051 1.920  0.111
H 1.944 -3.732 6.260  0.087
H 3.020 -2.396 6.652  0.098
H 3.130 1.275 1.232  0.109
H 2.247 2.505 0.557  0.137
H -4.135 1.594 -1.308  0.124
H -0.036 1.111 4.589  0.120

=====

Record 3
DFT (ωB97M-V/def2-TZVPD) results for a molecular structure, C43H38BrN4OP2PdS.

Computed properties:
Molecular weight in g mol⁻¹: 907.14
Charge: -1
E_LUMO in eV: 2.18
ΔE to the lowest compared entry with this formula, charge and spin in kcal per mole: 0.00
Highest occupied orbital energy in Eh: -0.1508

Each line ends with the Löwdin charge.
Geometry (Å):
Pd -0.217 0.173 0.222  0.504
Br 1.191 5.281 9.867  0.682
S 1.302 -4.836 -5.985  0.779
P 2.077 -1.418 -0.569  0.969
P -0.436 -2.694 -0.235  0.969
O -0.313 0.693 2.598  -0.058
N -2.664 6.081 5.226  0.026
N 0.767 -2.212 -1.367  -0.493
N -2.687 5.437 4.144  0.033
N -1.400 2.336 0.727  0.104
C -2.230 -4.051 -2.037  -0.089
C 1.578 3.186 -0.852  -0.111
C 3.700 -0.872 -2.885  -0.088
C -3.736 -0.591 0.887  -0.093
C -1.364 5.289 8.606  -0.141
C -2.117 -0.621 -1.376  -0.145
C -2.242 5.448 7.542  -0.045
C 1.072 -3.319 -5.025  -0.512
C -1.937 3.121 -0.177  -0.165
C -0.468 -5.337 -1.046  -0.129
C -1.503 3.311 4.757  -0.031
C -1.129 -4.116 -1.187  -0.367
C -2.633 -5.166 -2.762  -0.086
C 0.582 -2.259 -2.822  -0.272
C -1.807 -1.474 -0.300  -0.468
C -2.628 -1.419 0.841  -0.121
C -2.544 4.339 0.149  -0.061
C -2.581 4.737 1.461  -0.019
C -1.442 2.702 2.020  -0.138
C 2.338 2.586 0.158  -0.101
C -1.947 -6.366 -2.637  -0.100
C -3.236 0.209 -1.320  -0.117
C 5.408 -2.382 -3.662  -0.108
C -0.866 -6.452 -1.768  -0.100
C -0.012 5.488 8.405  -0.704
C -1.765 5.782 6.279  -0.321
C 4.147 -2.894 -1.681  -0.127
C 3.394 -1.728 -1.829  -0.363
C -2.027 3.909 2.457  -0.099
C 0.899 2.400 -1.760  -0.125
C -0.956 2.120 4.356  -0.020
C 5.140 -3.226 -2.591  -0.102
C -4.048 0.219 -0.199  -0.105
C 4.692 -1.201 -3.801  -0.089
C -0.847 1.747 2.980  -0.383
C 0.484 5.852 7.162  -0.130
C 1.111 -3.516 -3.514  -0.242
C 0.980 1.002 -1.696  -0.172
C -2.032 4.259 3.859  -0.245
C 2.429 1.210 0.232  -0.124
C -0.396 6.002 6.104  -0.036
C 1.785 0.382 -0.715  -0.501
C 2.888 -5.374 -5.316  -0.427
H -1.893 2.779 -1.205  0.090
H 1.825 -2.587 -5.328  0.075
H 5.707 -4.140 -2.465  0.098
H -1.548 3.488 5.822  0.098
H -4.906 0.879 -0.155  0.099
H 2.796 -5.675 -4.273  0.030
H -2.778 -3.120 -2.135  0.098
H 0.296 2.860 -2.534  0.096
H -0.482 -2.179 -3.056  0.092
H 3.154 0.059 -2.993  0.099
H 0.096 -2.934 -5.334  0.074
H -0.335 -7.388 -1.654  0.098
H 1.496 4.265 -0.900  0.097
H 6.182 -2.637 -4.375  0.096
H -1.730 5.014 9.586  0.095
H 4.910 -0.529 -4.623  0.099
H 3.633 -4.582 -5.398  0.029
H -2.255 -7.231 -3.209  0.096
H 0.377 -5.402 -0.368  0.098
H 1.070 -1.396 -3.280  0.092
H 3.213 -6.231 -5.904  0.023
H 3.000 0.741 1.026  0.097
H -3.034 5.673 1.754  0.099
H 2.838 3.198 0.898  0.097
H -4.344 -0.558 1.782  0.100
H 0.513 0.409 -2.468  0.073
H 3.939 -3.551 -0.843  0.097
H -3.306 5.305 7.680  0.111
H -0.579 1.420 5.092  0.103
H -3.458 0.858 -2.159  0.098
H 0.522 -4.392 -3.234  0.091
H -1.500 -0.623 -2.262  0.076
H 1.545 6.014 7.029  0.097
H -3.484 -5.097 -3.428  0.098
H -0.034 6.277 5.121  0.119
H -2.973 4.956 -0.631  0.094
H -2.365 -2.026 1.700  0.098
H 2.136 -3.694 -3.199  0.085